[1]
The following is a quantum chemistry calculation of a cluster of 2 separate species, C3H12NO in total at a distorted geometry, from the Open Molecules 2025 dataset.

Each line ends with the Löwdin charge.
Element x y z (Å)
C (1.45, -1.35, -0.25)  -0.02
C (0.18, -0.67, 0.31)  -0.34
C (-0.85, -1.55, 0.96)  -0.05
N (-0.47, 0.14, -0.91)  0.19
H (2.22, -0.59, -0.39)  0.09
H (1.19, -1.63, -1.27)  0.09
H (1.91, -1.92, 0.56)  0.10
H (0.28, 0.19, 0.98)  0.13
H (-1.27, -2.32, 0.29)  0.10
H (-0.38, -2.03, 1.82)  0.10
H (-1.72, -0.96, 1.29)  0.10
H (0.07, 0.30, -1.76)  0.16
H (-0.80, 1.06, -0.61)  0.10
H (-1.29, -0.37, -1.27)  0.16
H (-0.50, 2.84, 0.89)  0.06
H (0.67, 3.19, 0.01)  0.06
O (-0.21, 2.84, -0.02)  -0.02

Values from the calculation:
- HOMO-LUMO gap (eV) = 13.0
- total charge = +1
- energy relative to the best compared isomer or geometry (same formula, charge and spin) (eV) = 0.7871
- LUMO (eV) = -3.29
- energy (eV) = -6836.62743



[2]
The following is a quantum chemistry calculation of a cluster of 2 separate species, C3H12NO in total at a distorted geometry, from the Open Molecules 2025 dataset.

Each line ends with the Löwdin spin population.
Element x y z (Å)
C (-0.18, 0.36, 0.52)  0.05
C (0.76, 0.70, -0.61)  0.19
C (0.63, -0.27, -1.77)  0.18
N (-0.02, 1.32, 1.72)  0.00
H (-1.21, 0.52, 0.22)  0.01
H (0.01, -0.67, 0.84)  0.02
H (1.83, 0.69, -0.26)  0.06
H (0.76, 1.80, -0.96)  0.09
H (-0.18, -0.98, -1.59)  0.01
H (0.32, 0.43, -2.62)  0.10
H (1.60, -0.70, -1.99)  0.02
H (0.85, 1.20, 2.24)  0.00
H (-0.11, 2.26, 1.35)  0.00
H (-0.81, 1.16, 2.36)  0.00
H (-0.88, -3.12, -0.01)  0.00
H (-2.14, -2.34, 0.11)  0.00
O (-1.22, -2.35, 0.45)  0.27

Values from the calculation:
- HOMO-LUMO gap (alpha / beta) (eV) = 14.3 / 4.1
- expectation value of S² = 0.755
- total charge = +2
- energy relative to the best compared isomer or geometry (same formula, charge and spin) (eV) = 0.9996
- LUMO (alpha / beta) (eV) = -7.41 / -15.46
- 2S+1 = 2
- energy (eV) = -6821.07494



[3]
The following is a quantum chemistry calculation of a cluster of 2 separate species, C3H12NO2 in total at a distorted geometry, from the Open Molecules 2025 dataset.

Each line ends with the Löwdin spin population.
Element x y z (Å)
C (-0.52, -0.30, -0.01)  0.15
C (0.58, -1.28, -0.45)  0.05
C (0.40, -1.71, -1.88)  0.01
O (1.87, -0.71, -0.20)  0.05
N (-0.25, 0.19, 1.38)  0.19
H (-0.50, 0.57, -0.67)  0.02
H (-1.50, -0.78, -0.01)  0.07
H (0.48, -2.20, 0.13)  0.02
H (-0.45, -2.37, -2.08)  0.00
H (1.21, -2.24, -2.36)  0.00
H (0.16, -0.83, -2.51)  0.00
H (2.17, -0.39, -1.05)  0.01
H (0.71, -0.12, 1.60)  0.06
H (-1.02, -0.13, 2.04)  0.21
H (-0.22, 1.22, 1.46)  0.04
H (-0.54, 4.01, 2.08)  0.01
H (-1.51, 3.74, 0.91)  0.02
O (-1.05, 3.34, 1.63)  0.09

Values from the calculation:
- HOMO-LUMO gap (alpha / beta) (eV) = 3.9 / 11.7
- expectation value of S² = 0.751
- energy relative to the best compared isomer or geometry (same formula, charge and spin) (eV) = 1.7160
- LUMO (alpha / beta) (eV) = 0.87 / 0.58
- 2S+1 = 2
- energy (eV) = -8887.28562



[4]
The following is a quantum chemistry calculation of a cluster of 2 separate species, C3H12NO2 in total at a distorted geometry, from the Open Molecules 2025 dataset.

Each line ends with the Löwdin charge.
Element x y z (Å)
C (0.18, 0.85, -0.82)  -0.21
O (-0.04, 0.36, -2.15)  -0.04
C (-0.46, -0.19, 0.07)  -0.30
C (-0.21, -0.09, 1.56)  -0.02
N (-1.96, -0.04, -0.22)  0.21
H (1.22, 0.86, -0.55)  0.11
H (-0.22, 1.86, -0.70)  0.14
H (0.18, 1.05, -2.77)  0.11
H (-0.26, -1.19, -0.25)  0.15
H (0.59, -0.76, 1.88)  0.08
H (-1.08, -0.29, 2.19)  0.09
H (0.17, 0.89, 1.83)  0.09
H (-2.40, 0.81, 0.10)  0.17
H (-2.05, -0.02, -1.25)  0.16
H (-2.59, -0.80, 0.04)  0.17
H (2.70, -1.59, 0.90)  0.05
H (3.57, -0.73, 0.00)  0.06
O (2.65, -1.00, 0.13)  -0.04

Values from the calculation:
- HOMO-LUMO gap (eV) = 11.5
- total charge = +1
- energy relative to the best compared isomer or geometry (same formula, charge and spin) (eV) = 0.6886
- LUMO (eV) = -3.32
- energy (eV) = -8884.18554



[5]
The following is a quantum chemistry calculation of a cluster of 3 separate species, C3H12NO2 in total at a distorted geometry, from the Open Molecules 2025 dataset.

Each line ends with the Löwdin charge.
Element x y z (Å)
C (1.71, 0.77, -1.15)  -0.06
C (1.95, -0.55, -0.43)  -0.16
C (0.70, -0.40, 1.81)  0.16
N (0.94, -0.77, 0.62)  0.03
H (1.11, 0.66, -2.05)  0.08
H (1.29, 1.59, -0.57)  0.08
H (2.68, 1.12, -1.53)  0.09
H (1.81, -1.36, -1.13)  0.13
H (2.93, -0.60, 0.03)  0.13
H (-0.32, -0.42, 2.19)  0.12
H (1.44, 0.00, 2.50)  0.12
H (-0.02, -0.88, 0.17)  0.10
H (-2.45, 2.31, 0.22)  0.05
H (-3.79, 1.65, 0.24)  0.07
O (-2.85, 1.45, 0.13)  -0.04
H (-1.92, -1.66, -0.97)  0.09
H (-1.98, -0.31, -0.21)  0.03
O (-1.40, -0.88, -0.74)  -0.03

Values from the calculation:
- HOMO-LUMO gap (eV) = 11.1
- total charge = +1
- energy relative to the best compared isomer or geometry (same formula, charge and spin) (eV) = 1.1795
- LUMO (eV) = -4.45
- energy (eV) = -8883.69462



[6]
The following is a quantum chemistry calculation of a cluster of 2 separate species, C3H12NO2 in total at a distorted geometry, from the Open Molecules 2025 dataset.

Each line ends with the Löwdin charge.
Element x y z (Å)
C (1.15, 0.01, -0.76)  -0.11
C (0.23, -1.21, -0.57)  -0.16
C (-1.17, -1.02, -1.08)  -0.20
O (-1.74, 0.07, -0.32)  -0.09
N (0.49, 1.24, -0.18)  0.17
H (1.33, 0.13, -1.83)  0.14
H (2.01, -0.15, -0.12)  0.13
H (0.75, -2.01, -1.06)  0.12
H (0.26, -1.37, 0.51)  0.13
H (-1.17, -0.69, -2.12)  0.13
H (-1.71, -1.94, -0.91)  0.13
H (-2.68, 0.11, -0.48)  0.10
H (1.19, 1.97, 0.02)  0.18
H (-0.03, 0.99, 0.66)  0.09
H (-0.20, 1.60, -0.83)  0.16
H (1.10, 0.67, 3.40)  0.07
H (-0.33, 0.80, 3.05)  0.06
O (0.53, 0.80, 2.62)  -0.04

Values from the calculation:
- HOMO-LUMO gap (eV) = 11.9
- total charge = +1
- energy relative to the best compared isomer or geometry (same formula, charge and spin) (eV) = 0.3935
- LUMO (eV) = -3.01
- energy (eV) = -8884.48061



[7]
The following is a quantum chemistry calculation of a cluster of 3 separate species, C3H12NO2S in total at a distorted geometry, from the Open Molecules 2025 dataset.

Each line ends with the Löwdin spin population.
Element x y z (Å)
C (-0.04, 0.41, -0.10)  0.00
C (-0.35, -1.05, -0.42)  0.10
S (-1.97, -1.24, -1.24)  0.82
C (-0.70, 0.87, 1.21)  0.00
N (-0.20, 2.15, 1.67)  0.00
H (-0.31, 1.00, -0.96)  0.00
H (1.04, 0.57, -0.04)  0.00
H (-0.43, -1.77, 0.39)  0.02
H (0.38, -1.50, -1.09)  0.02
H (-0.56, 0.11, 1.97)  0.00
H (-1.77, 0.98, 1.03)  0.00
H (0.62, 2.06, 2.26)  0.00
H (-0.04, 2.81, 0.92)  0.00
H (-0.77, -0.20, -3.61)  0.01
H (0.07, -1.44, -3.53)  0.01
O (0.00, -0.61, -4.02)  0.02
H (2.08, -1.60, 1.49)  0.00
H (1.08, -0.55, 1.87)  0.00
O (1.87, -0.99, 2.22)  0.00

Values from the calculation:
- HOMO-LUMO gap (alpha / beta) (eV) = 9.9 / 6.8
- expectation value of S² = 0.753
- energy relative to the best compared isomer or geometry (same formula, charge and spin) (eV) = 0.1560
- LUMO (alpha / beta) (eV) = 0.54 / -2.47
- 2S+1 = 2
- energy (eV) = -19724.35363



[8]
The following is a quantum chemistry calculation of a cluster of 3 separate species, C3H12NO3S in total at a distorted geometry, from the Open Molecules 2025 dataset.

Each line ends with the Löwdin charge.
Element x y z (Å)
C (-0.40, 1.02, -0.68)  -0.39
O (-1.38, 1.03, 0.27)  -0.32
C (0.26, -0.45, -0.71)  -0.35
C (1.57, -0.14, -1.64)  -0.41
S (3.43, -0.56, -1.02)  0.55
N (-0.43, -1.72, -1.25)  -0.01
H (-0.73, 1.37, -1.73)  0.11
H (0.30, 1.73, -0.23)  0.10
H (0.74, -0.66, 0.22)  0.09
H (1.59, 0.84, -2.03)  0.02
H (1.54, -0.88, -2.45)  0.03
H (3.19, -1.81, -0.72)  -0.23
H (-1.13, -1.49, -2.04)  0.09
H (-0.94, -2.32, -0.56)  0.06
H (-1.30, 0.98, 2.87)  -0.01
H (-2.06, 2.33, 2.53)  0.04
O (-1.96, 1.68, 3.29)  -0.20
H (-0.91, 0.40, 1.47)  0.02
H (-0.87, -1.07, 2.13)  -0.05
O (-0.52, -0.27, 2.27)  -0.14

Values from the calculation:
- HOMO-LUMO gap (eV) = 7.2
- total charge = -1
- energy relative to the best compared isomer or geometry (same formula, charge and spin) (eV) = 2.1056
- LUMO (eV) = 3.15
- energy (eV) = -21772.44273



[9]
The following is a quantum chemistry calculation of a cluster of 3 separate species, C3H12NO4 in total at a distorted geometry, from the Open Molecules 2025 dataset.

Each line ends with the Löwdin charge.
Element x y z (Å)
C (-1.82, 0.69, 0.30)  -0.29
O (-1.24, 1.94, 0.04)  -0.15
C (-0.85, -0.47, 0.09)  -0.37
C (0.34, -0.55, 1.04)  -0.21
O (1.14, -1.73, 0.79)  -0.10
N (-1.57, -1.75, 0.09)  0.04
H (-2.78, 0.44, -0.17)  0.10
H (-2.15, 0.75, 1.36)  0.10
H (-0.46, -0.22, -0.91)  0.14
H (0.88, 0.36, 0.82)  0.08
H (0.20, -0.71, 2.12)  0.12
H (1.62, -1.51, 0.00)  0.03
H (-1.67, -2.10, -0.83)  0.05
H (-1.08, -2.43, 0.63)  0.05
H (-0.21, 2.02, -0.14)  0.03
H (1.77, 2.16, 0.13)  0.00
O (1.23, 2.10, -0.70)  -0.32
H (1.78, 0.95, -1.03)  -0.05
H (2.69, 0.08, -2.22)  -0.02
O (2.19, -0.03, -1.40)  -0.23

Values from the calculation:
- HOMO-LUMO gap (eV) = 9.1
- total charge = -1
- energy relative to the best compared isomer or geometry (same formula, charge and spin) (eV) = 0.6823
- LUMO (eV) = 4.03
- energy (eV) = -12986.21382



[10]
The following is a quantum chemistry calculation of a cluster of 4 separate species, C3H12NO4S in total at a distorted geometry, from the Open Molecules 2025 dataset.

Each line ends with the Löwdin charge.
Element x y z (Å)
O (0.09, 0.10, -2.21)  0.02
C (-0.28, -0.77, -1.45)  -0.24
C (-1.11, -0.37, -0.21)  -0.47
C (-1.17, -1.49, 0.87)  -0.63
S (0.59, -1.80, 1.50)  0.26
N (-0.65, 0.91, 0.37)  0.00
H (-0.01, -1.80, -1.64)  0.11
H (-2.15, -0.13, -0.51)  0.12
H (-1.91, -1.21, 1.59)  0.04
H (-1.54, -2.37, 0.33)  0.04
H (0.18, 1.33, -0.08)  0.07
H (-0.74, 1.10, 1.36)  0.07
H (2.12, 1.11, 2.03)  0.01
H (1.56, 0.34, 3.23)  -0.02
O (1.94, 1.19, 2.98)  -0.12
H (2.11, -1.54, -0.50)  -0.05
H (3.44, -0.82, -1.20)  0.00
O (3.01, -1.64, -0.97)  -0.14
H (-1.69, 2.71, -2.62)  0.02
H (-1.74, 2.24, -1.12)  0.00
O (-2.07, 2.91, -1.76)  -0.09

Values from the calculation:
- HOMO-LUMO gap (eV) = 7.1
- total charge = -1
- energy relative to the best compared isomer or geometry (same formula, charge and spin) (eV) = 1.2924
- LUMO (eV) = 3.49
- energy (eV) = -23822.08707



[11]
The following is a quantum chemistry calculation of a cluster of 2 separate species, C3H12NSi in total, from the Open Molecules 2025 dataset.

Each line ends with the Löwdin charge.
Element x y z (Å)
C (-2.33, -0.34, 0.83)  -0.17
C (-2.95, -0.52, -0.52)  -0.15
C (-1.67, 0.24, -0.39)  -0.21
N (2.14, 1.06, 0.03)  0.02
Si (3.02, -0.67, -0.09)  0.80
H (-2.81, 0.34, 1.52)  0.10
H (-1.69, 1.31, -0.52)  0.09
H (-1.88, -1.20, 1.30)  0.09
H (-3.85, 0.03, -0.76)  0.10
H (-2.92, -1.50, -0.97)  0.10
H (-0.77, -0.24, -0.75)  0.06
H (1.58, 1.15, 0.88)  0.12
H (1.50, 1.23, -0.75)  0.11
H (2.81, 1.83, 0.04)  0.12
H (1.98, -1.44, -0.76)  -0.06
H (4.17, -0.30, -0.90)  -0.06
H (3.26, -0.92, 1.32)  -0.06

Values from the calculation:
- HOMO-LUMO gap (eV) = 9.5
- total charge = +1
- energy relative to the best compared isomer or geometry (same formula, charge and spin) (eV) = 1.3707
- LUMO (eV) = -4.24
- energy (eV) = -12665.58021



[12]
The following is a quantum chemistry calculation of the ion C3H12NSi with charge +1 at a distorted geometry, from the Open Molecules 2025 dataset.

Each line ends with the Löwdin charge.
Element x y z (Å)
C (-1.88, -0.76, 0.93)  -0.20
C (1.47, 1.47, -0.94)  -0.21
C (-1.32, 0.44, 0.30)  -0.33
N (1.43, -1.32, 0.36)  0.08
Si (0.33, 0.05, -0.71)  0.79
H (-1.87, -1.56, 0.27)  0.03
H (-1.19, -1.08, 1.82)  0.11
H (-2.97, -0.64, 1.18)  0.11
H (2.28, 1.16, -1.63)  0.06
H (0.81, 2.27, -1.17)  0.03
H (1.85, 1.75, 0.05)  0.05
H (-2.13, 1.01, -0.22)  0.11
H (-0.99, 1.04, 1.10)  0.05
H (1.18, -2.21, -0.10)  0.10
H (2.44, -1.23, 0.44)  0.12
H (0.94, -1.31, 1.28)  0.11
H (0.29, -0.81, -1.90)  0.00

Values from the calculation:
- HOMO-LUMO gap (eV) = 11.3
- total charge = +1
- energy relative to the best compared isomer or geometry (same formula, charge and spin) (eV) = 0.0000
- LUMO (eV) = -3.64
- structure (SMILES) = CC[Si@@H](C)[NH3+]
- energy (eV) = -12666.95093



[13]
The following is a quantum chemistry calculation of a cluster of 3 separate species, C3H12O2S in total, from the Open Molecules 2025 dataset.

Each line ends with the Löwdin charge.
Element x y z (Å)
C (-2.08, 0.59, 1.36)  -0.17
C (-1.96, -0.93, 1.35)  -0.57
S (-0.45, -1.48, 0.50)  0.78
C (-0.98, -1.53, -1.23)  -0.41
H (-2.18, 0.98, 0.36)  0.06
H (-1.22, 1.05, 1.86)  0.07
H (-3.00, 0.93, 1.87)  0.07
H (-2.84, -1.40, 0.91)  0.07
H (-1.89, -1.31, 2.35)  0.05
H (-0.22, -1.02, -1.81)  0.00
H (-0.94, -2.55, -1.58)  0.02
H (-1.95, -1.06, -1.41)  0.04
H (4.28, 1.10, -0.29)  0.01
H (5.73, 1.12, 0.18)  0.03
O (5.18, 1.23, -0.61)  -0.07
H (1.52, 0.63, -1.31)  0.02
H (1.26, 2.14, -1.51)  0.04
O (1.74, 1.51, -0.97)  -0.06

Values from the calculation:
- HOMO-LUMO gap (eV) = 9.2
- energy relative to the best compared isomer or geometry (same formula, charge and spin) (eV) = 0.4541
- LUMO (eV) = 0.63
- structure (SMILES) = CCSC.O.O
- energy (eV) = -18235.62824